*one*
This record from the Open Molecules 2025 dataset describes a molecular structure, C7H13NO2. The level of theory is ωB97M-V/def2-TZVPD.

Atoms and positions in Å:
C: -1.007 0.343 -0.366
C: 0.156 -1.069 1.949
C: 2.711 0.035 -0.527
C: -0.695 0.818 -1.781
C: -1.920 1.315 0.369
C: 0.539 0.266 0.470
C: -0.455 -1.983 1.141
O: 1.388 -0.465 -0.352
N: -0.714 -2.960 0.504
O: 0.909 1.319 0.969
H: -1.511 -0.624 -0.454
H: -0.694 -3.129 -0.500
H: 0.958 -1.445 2.571
H: -0.488 -0.370 2.470
H: 3.316 -0.840 -0.785
H: 3.089 0.502 0.391
H: 2.733 0.774 -1.332
H: -1.624 0.937 -2.343
H: -0.157 1.765 -1.747
H: -0.090 0.092 -2.322
H: -2.079 1.015 1.406
H: -1.477 2.309 0.390
H: -2.888 1.393 -0.124

**Orbital gap**: 8.98 eV
**LUMO energy**: 0.02244 hartree
**M**: 143.2 g mol⁻¹

Here are the Mulliken charges for atoms 1 to 2, given in e: C 0.79; C -0.84

---

*two*
This record from the Open Molecules 2025 dataset describes a single C7H13NO2 molecule. The level of theory is ωB97M-V/def2-TZVPD.

Atoms and positions in Å:
C: -2.463 -0.372 -0.967
C: -1.170 -1.294 -0.778
C: -0.242 -0.903 0.283
C: 0.435 1.099 -1.077
C: 2.185 -0.261 0.132
C: 0.738 1.090 1.430
C: 0.712 0.256 0.146
N: -2.830 0.554 -0.138
O: -2.356 0.923 0.989
O: -0.120 -1.464 1.463
H: -2.989 -0.348 -1.842
H: -1.665 -2.371 -0.632
H: -0.524 -1.225 -1.710
H: 1.078 1.960 -1.222
H: -0.622 1.361 -0.951
H: 0.421 0.508 -2.048
H: 3.120 0.410 -0.070
H: 2.504 -0.892 0.962
H: 2.242 -0.955 -0.656
H: 1.532 0.632 2.202
H: -0.255 1.272 1.791
H: 1.098 2.006 1.062
H: -0.830 -1.987 1.628

**Orbital gap (alpha / beta)**: 6.10 / 9.29 eV
**LUMO energy (alpha / beta)**: -0.02629 / 0.01712 hartree
**M**: 143.2 g mol⁻¹

Here are the Mulliken charges for atoms 1 to 2, given in e: C -0.42; C -0.37

---

Which of them is least stable? Easy: *two*.

---

*one*
This record from the Open Molecules 2025 dataset describes a single C7H13NO2 molecule. The level of theory is ωB97M-V/def2-TZVPD.

Atoms and positions in Å:
C: 0.411 0.275 -1.185
C: -0.347 0.889 -2.312
C: -1.678 -0.729 -0.159
C: 0.379 -1.255 2.344
C: -0.224 1.240 0.596
C: -0.223 -0.273 0.059
N: 1.708 -0.043 -1.360
C: 0.586 -1.158 0.873
O: 0.911 1.575 1.265
O: -1.199 1.957 0.578
H: 0.766 2.472 1.603
H: 2.169 -0.339 -0.490
H: 2.245 0.499 -2.027
H: 1.260 -1.850 0.386
H: -0.838 0.122 -2.922
H: 0.324 1.451 -2.965
H: -1.122 1.561 -1.942
H: -1.675 -1.612 -0.799
H: -2.299 0.048 -0.604
H: -2.110 -0.990 0.805
H: 0.921 -0.476 2.901
H: -0.679 -1.145 2.628
H: 0.718 -2.219 2.728

**Orbital gap (alpha / beta)**: 6.19 / 8.32 eV
**LUMO energy (alpha / beta)**: 0.01344 / 0.02786 hartree
**M**: 143.2 g mol⁻¹

Here are the Mulliken charges for atoms 1 to 2, given in e: C -0.04; C -1.51

---

*two*
This record from the Open Molecules 2025 dataset describes a single C7H13NO2 molecule. The level of theory is ωB97M-V/def2-TZVPD.

Atoms and positions in Å:
C: -0.999 2.174 0.894
N: -0.554 0.737 0.476
C: 0.506 0.169 1.541
C: 0.721 -1.347 1.012
C: 1.126 -1.301 -0.433
C: 0.305 -0.413 -1.428
C: -0.836 -1.259 -1.905
O: -0.731 -2.011 -2.904
O: -1.895 -1.255 -0.971
C: 0.051 0.881 -0.831
H: -1.843 1.998 1.736
H: -0.057 2.757 1.332
H: -1.598 2.590 -0.007
H: 1.418 0.843 1.622
H: 0.137 0.112 2.507
H: -0.295 -1.947 1.168
H: 1.478 -1.979 1.617
H: 1.920 -0.601 -0.026
H: 1.445 -2.292 -0.895
H: 1.125 -0.232 -2.166
H: -1.756 -0.589 -0.295
H: -0.598 1.550 -1.418
H: 0.931 1.415 -0.625

**Orbital gap**: 10.40 eV
**LUMO energy**: 0.02605 hartree
**M**: 143.2 g mol⁻¹
**SMILES string**: CN1CCC[C@@H](C(=O)O)C1

Here are the Mulliken charges for atoms 1 to 2, given in e: C -0.88; N -0.24

---

Which of them is least stable? Easy: *one*.

---

*one*
This record from the Open Molecules 2025 dataset describes 2 unconnected molecules or ions with the total composition C3H6S2. The level of theory is ωB97M-V/def2-TZVPD.

Atoms and positions in Å:
C: -0.646 -1.253 0.452
C: -0.771 -1.709 -0.774
C: -0.053 2.773 -0.173
S: 1.285 1.109 1.624
S: 1.288 1.819 -0.372
H: -0.563 -0.176 0.609
H: -0.519 -1.966 1.291
H: -0.608 -2.784 -1.076
H: -1.070 -1.138 -1.648
H: -0.392 3.307 -1.136
H: 2.047 0.019 1.202

**Orbital gap**: 8.62 eV
**LUMO energy**: -0.01335 hartree
**M**: 106.2 g mol⁻¹

Here are the Mulliken charges for atoms 1 to 2, given in e: C -0.33; C -0.51

---

*two*
This record from the Open Molecules 2025 dataset describes a single C3H6S2 molecule. The level of theory is ωB97M-V/def2-TZVPD.

Atoms and positions in Å:
C: 1.452 0.389 1.112
C: 0.701 0.143 -0.136
S: 0.445 1.540 -1.239
C: -0.717 -0.452 -0.094
S: -1.291 -1.779 0.728
H: 0.945 0.973 1.810
H: 2.459 0.807 0.926
H: 1.765 -0.460 1.664
H: 1.494 -0.314 -0.813
H: -0.325 2.074 -0.315
H: -1.408 0.263 -0.394

**Orbital gap**: 8.28 eV
**LUMO energy**: -0.02759 hartree
**M**: 106.2 g mol⁻¹
**SMILES string**: C[C@H](S)C=S

Here are the Mulliken charges for atoms 1 to 2, given in e: C -1.26; C 0.09

---

Which of them is least stable? Easy: *one*.

---

*one*
This record from the Open Molecules 2025 dataset describes a single C3H6ClN molecule. The level of theory is ωB97M-V/def2-TZVPD.

Atoms and positions in Å:
Cl: -1.961 0.232 0.019
C: -0.302 -0.829 -0.197
C: 0.878 -0.311 0.527
C: 1.497 0.912 -0.063
N: 2.086 -0.326 -0.311
H: -0.761 -1.784 -0.047
H: -0.005 -0.688 -1.166
H: 1.120 -0.440 1.635
H: 1.991 1.730 0.447
H: 1.091 1.346 -0.921
H: 2.869 -0.463 0.297

**Orbital gap**: 11.07 eV
**LUMO energy**: 0.03532 hartree
**M**: 91.5 g mol⁻¹
**SMILES string**: ClC[C@@H]1CN1

Here are the Mulliken charges for atoms 1 to 2, given in e: Cl -0.26; C -0.75

---

*two*
This record from the Open Molecules 2025 dataset describes a single C3H6ClN molecule. The level of theory is ωB97M-V/def2-TZVPD.

Atoms and positions in Å:
Cl: -0.264 2.207 1.176
C: -0.260 0.481 0.673
C: 0.874 -0.393 0.509
N: 0.448 -0.704 -0.824
C: -0.671 0.225 -0.820
H: -1.142 0.060 1.058
H: 0.876 -1.481 1.098
H: 1.795 0.104 0.741
H: 0.276 -1.723 -1.046
H: -0.221 1.077 -1.471
H: -1.712 0.145 -1.092

**Orbital gap**: 9.50 eV
**LUMO energy**: 0.03336 hartree
**M**: 91.5 g mol⁻¹
**SMILES string**: ClC1CNC1

Here are the Mulliken charges for atoms 1 to 2, given in e: Cl -0.20; C 0.02

---

Which of them is least stable? Easy: *two*.

---

*one*
This record from the Open Molecules 2025 dataset describes 3 unconnected molecules or ions with the total composition C3H6ClN. The level of theory is ωB97M-V/def2-TZVPD.

Atoms and positions in Å:
C: 0.245 -0.010 0.484
C: 0.711 0.856 -0.538
C: 0.299 -0.621 -0.969
H: -1.010 -0.309 2.598
H: -1.971 -0.180 -0.066
H: 0.896 -0.564 1.218
H: -0.156 1.661 -0.762
H: 1.824 1.076 -0.278
H: 1.134 -1.353 -1.148
N: -0.937 0.359 1.117
Cl: -1.036 -0.914 -1.657

**Orbital gap**: 8.65 eV
**LUMO energy**: 0.00322 hartree
**M**: 91.5 g mol⁻¹

Here are the Mulliken charges for atoms 1 to 2, given in e: C 0.06; C -0.50

---

*two*
This record from the Open Molecules 2025 dataset describes a single C3H6ClN molecule. The level of theory is ωB97M-V/def2-TZVPD.

Atoms and positions in Å:
C: -1.288 -0.390 -1.363
N: -0.545 -0.395 -0.163
C: 0.343 0.340 0.301
C: 1.110 0.019 1.541
Cl: 1.222 1.838 -0.527
H: -1.856 0.546 -1.536
H: -2.188 -1.087 -1.421
H: -0.722 -0.464 -2.216
H: 2.152 -0.374 1.274
H: 1.178 0.877 2.258
H: 0.595 -0.909 1.853

**Orbital gap**: 10.66 eV
**LUMO energy**: 0.02871 hartree
**M**: 91.5 g mol⁻¹
**SMILES string**: C/N=C(/C)Cl

Here are the Mulliken charges for atoms 1 to 2, given in e: C -0.81; N -0.36

---

Which of them is least stable? Easy: *one*.

---

*one*
This record from the Open Molecules 2025 dataset describes 2 unconnected molecules or ions with the total composition C3H6ClN. The level of theory is ωB97M-V/def2-TZVPD.

Atoms and positions in Å:
C: 1.191 1.325 0.008
C: -0.004 0.828 0.355
C: -1.044 0.308 -0.464
N: -0.355 -2.126 0.189
Cl: -2.666 0.341 -0.011
H: 1.986 1.502 0.839
H: 1.322 1.554 -0.992
H: -0.303 0.750 1.350
H: -0.718 0.166 -1.432
H: 0.148 -2.451 -0.643
H: 0.443 -2.196 0.801

**Orbital gap (alpha / beta)**: 7.29 / 9.63 eV
**LUMO energy (alpha / beta)**: -0.01684 / -0.01305 hartree
**M**: 91.5 g mol⁻¹

Here are the Mulliken charges for atoms 1 to 2, given in e: C -0.69; C -0.04

---

*two*
This record from the Open Molecules 2025 dataset describes 2 unconnected molecules or ions with the total composition C3H6ClN. The level of theory is ωB97M-V/def2-TZVPD.

Atoms and positions in Å:
C: -0.501 0.257 -0.281
C: -1.440 1.297 -0.101
C: 1.248 -1.426 -0.324
N: 0.152 -0.634 -0.669
Cl: 1.005 0.639 2.134
H: -2.196 0.970 0.613
H: -0.905 2.138 0.346
H: -1.910 1.600 -1.038
H: 1.631 -1.012 0.630
H: 1.995 -1.371 -1.113
H: 0.922 -2.457 -0.198

**Orbital gap**: 8.35 eV
**LUMO energy**: -0.00202 hartree
**M**: 91.5 g mol⁻¹

Here are the Mulliken charges for atoms 1 to 2, given in e: C 0.57; C -0.95

---

Which of them is least stable? Easy: *one*.